(1)
{
  "formula": "C3H12O4",
  "method": "the ωB97M-V functional and the def2-TZVPD basis",
  "molar_mass_g_mol": 112.1,
  "e_lumo_ha": 0.017,
  "max_force_ev_per_a": 3.14,
  "smiles": "C/C=C/O.O.O.O",
  "homo_energy_ev": -8.50,
  "e_above_lowest_ev": 2.450,
  "gap_ev": 8.97,
  "energy_ha": -422.37142,
  "species": ["C", "C", "C", "O", "H", "H", "H", "H", "H", "H", "H", "H", "O", "H", "H", "O", "H", "H", "O"],
  "xyz": [[3.103, -0.540, 0.361], [2.901, -1.982, 0.098], [2.594, -2.476, -1.151], [2.760, -3.844, -1.438], [4.193, -0.312, 0.292], [2.495, -0.005, -0.415], [2.850, -0.322, 1.388], [2.911, -2.700, 1.083], [1.948, -1.809, -1.822], [3.234, -4.012, -0.597], [-3.183, 3.303, -0.007], [-2.135, 4.223, 0.172], [-3.059, 4.253, 0.134], [-1.603, -0.195, -0.020], [-2.527, 1.033, 0.484], [-1.702, 0.729, 0.022], [-4.881, 2.414, 0.332], [-5.233, 0.742, 0.396], [-4.664, 1.501, 0.686]],
  "lowdin_charge": [-0.146, -0.215, -0.202, -0.041, 0.083, 0.089, 0.059, 0.153, 0.140, 0.081, 0.006, 0.009, -0.026, -0.001, 0.022, -0.065, 0.070, 0.076, -0.092]
}

(2)
{
  "formula": "C3H12P2Si",
  "method": "the ωB97M-V functional and the def2-TZVPD basis",
  "molar_mass_g_mol": 138.2,
  "e_lumo_ha": 0.011,
  "max_force_ev_per_a": 3.11,
  "smiles": "C[Si](C)=P.CP",
  "homo_energy_ev": -8.04,
  "e_above_lowest_ev": 2.142,
  "gap_ev": 8.33,
  "energy_ha": -1093.59010,
  "species": ["C", "C", "C", "Si", "P", "P", "H", "H", "H", "H", "H", "H", "H", "H", "H", "H", "H", "H"],
  "xyz": [[-0.440, -2.754, 0.250], [1.517, 2.810, 1.115], [-1.830, -0.548, -1.053], [0.005, -1.360, -1.111], [0.656, 1.122, 1.344], [1.868, -1.447, -2.095], [-0.764, -2.273, 1.147], [-1.250, -3.352, -0.077], [0.412, -3.401, 0.477], [1.696, 2.869, 0.068], [0.873, 3.717, 1.319], [2.433, 3.069, 1.773], [-1.549, 0.346, -0.459], [-2.186, -0.090, -2.040], [-2.738, -1.075, -0.717], [-0.378, 1.611, 0.602], [0.219, 1.307, 2.683], [1.456, -0.550, -3.226]],
  "lowdin_charge": [-0.271, -0.422, -0.262, 0.295, 0.731, 0.343, -0.008, -0.006, 0.011, -0.014, 0.033, 0.052, -0.053, 0.030, 0.024, -0.145, -0.116, -0.220]
}

(3)
{
  "formula": "C3H13N2O",
  "method": "the ωB97M-V functional and the def2-TZVPD basis",
  "molar_mass_g_mol": 93.1,
  "e_lumo_ha": -0.106,
  "max_force_ev_per_a": 0.93,
  "homo_energy_ev": -14.34,
  "e_above_lowest_ev": 0.145,
  "gap_ev": 11.45,
  "total_charge": 1,
  "energy_ha": -306.63037,
  "species": ["C", "C", "C", "N", "N", "H", "H", "H", "H", "H", "H", "H", "H", "H", "H", "H", "H", "H", "O"],
  "xyz": [[-0.687, -1.437, -0.270], [-0.295, -0.557, -1.449], [-0.911, 0.825, -1.359], [-0.357, 1.532, -0.174], [-0.210, -0.807, 1.019], [-1.769, -1.513, -0.174], [-0.249, -2.408, -0.388], [0.789, -0.582, -1.578], [-0.714, -1.058, -2.322], [-1.990, 0.706, -1.193], [-0.790, 1.391, -2.284], [0.623, 1.717, -0.356], [-0.726, 2.469, -0.109], [-0.871, -0.973, 1.783], [-0.224, 0.241, 0.862], [0.714, -1.088, 1.325], [2.622, 1.300, 2.144], [2.824, -0.184, 2.478], [2.222, 0.426, 2.046]],
  "lowdin_charge": [-0.133, -0.179, -0.226, -0.007, 0.155, 0.133, 0.122, 0.126, 0.127, 0.126, 0.121, 0.097, 0.101, 0.168, 0.079, 0.127, 0.061, 0.053, -0.050]
}

(4)
{
  "formula": "C3H13N2O",
  "method": "the ωB97M-V functional and the def2-TZVPD basis",
  "molar_mass_g_mol": 93.1,
  "e_lumo_ha": -0.107,
  "max_force_ev_per_a": 1.86,
  "homo_energy_ev": -14.03,
  "e_above_lowest_ev": 0.611,
  "gap_ev": 11.11,
  "total_charge": 1,
  "energy_ha": -306.61325,
  "species": ["C", "N", "C", "N", "C", "H", "H", "H", "H", "H", "H", "H", "H", "H", "H", "H", "H", "H", "O"],
  "xyz": [[-1.033, -0.077, -1.448], [-0.217, 1.142, -1.527], [-1.351, -0.353, 0.038], [-0.063, -0.458, 0.750], [0.743, -1.742, 0.628], [-1.987, -0.029, -1.971], [-0.458, -0.925, -1.802], [-0.811, 1.951, -1.659], [0.426, 1.129, -2.314], [-2.008, 0.310, 0.589], [-1.864, -1.321, -0.002], [-0.175, -0.391, 1.755], [0.492, 0.354, 0.440], [1.150, -1.919, 1.618], [0.087, -2.563, 0.363], [1.576, -1.621, -0.057], [1.687, 2.653, 0.910], [1.995, 2.042, 2.307], [1.810, 1.817, 1.385]],
  "lowdin_charge": [-0.223, 0.013, -0.135, -0.012, 0.032, 0.123, 0.116, 0.087, 0.089, 0.135, 0.130, 0.164, 0.107, 0.102, 0.102, 0.106, 0.059, 0.059, -0.055]
}

(5)
{
  "formula": "C3H13N2O",
  "method": "the ωB97M-V functional and the def2-TZVPD basis",
  "molar_mass_g_mol": 93.1,
  "e_lumo_ha": -0.106,
  "max_force_ev_per_a": 2.47,
  "homo_energy_ev": -14.05,
  "e_above_lowest_ev": 0.380,
  "gap_ev": 11.18,
  "total_charge": 1,
  "energy_ha": -306.62174,
  "species": ["C", "C", "C", "N", "N", "H", "H", "H", "H", "H", "H", "H", "H", "H", "H", "H", "H", "H", "O"],
  "xyz": [[-0.421, 0.137, -1.104], [1.037, -0.156, -0.662], [1.726, 1.094, -0.011], [1.014, 1.645, 1.174], [-1.278, 0.230, 0.109], [-0.413, 1.152, -1.499], [-0.916, -0.474, -1.852], [0.968, -0.968, 0.064], [1.707, -0.416, -1.476], [1.799, 1.937, -0.694], [2.741, 0.775, 0.237], [1.353, 1.219, 2.033], [1.147, 2.647, 1.259], [-2.260, 0.462, 0.016], [-0.720, 0.971, 0.701], [-1.210, -0.644, 0.621], [-2.410, -3.409, -0.356], [-2.042, -3.249, 1.168], [-1.822, -2.952, 0.273]],
  "lowdin_charge": [-0.154, -0.141, -0.231, -0.012, 0.148, 0.125, 0.128, 0.113, 0.121, 0.117, 0.115, 0.093, 0.091, 0.165, 0.151, 0.118, 0.063, 0.054, -0.064]
}

(6)
{
  "formula": "C3H13N2O",
  "method": "the ωB97M-V functional and the def2-TZVPD basis",
  "molar_mass_g_mol": 93.1,
  "e_lumo_ha": -0.122,
  "max_force_ev_per_a": 2.59,
  "homo_energy_ev": -13.86,
  "e_above_lowest_ev": 1.289,
  "gap_ev": 10.54,
  "total_charge": 1,
  "energy_ha": -306.58832,
  "species": ["C", "N", "H", "H", "H", "H", "H", "H", "C", "O", "C", "N", "H", "H", "H", "H", "H", "H", "H"],
  "xyz": [[-1.054, 0.851, -1.904], [-1.265, 1.403, -0.495], [0.016, 0.962, -2.173], [-1.363, -0.237, -1.885], [-1.667, 1.407, -2.566], [-1.047, 2.393, -0.458], [-0.696, 0.930, 0.311], [-2.227, 1.247, -0.255], [1.263, -0.967, 0.027], [2.024, -2.185, -0.012], [0.529, -0.965, 1.338], [0.029, 0.404, 1.760], [1.988, -0.110, -0.020], [0.615, -0.875, -0.820], [2.153, -2.373, -0.975], [-0.396, -1.581, 1.171], [1.072, -1.452, 2.154], [0.757, 0.861, 2.329], [-0.729, 0.290, 2.472]],
  "lowdin_charge": [-0.021, 0.116, 0.104, 0.118, 0.078, 0.156, 0.091, 0.143, -0.282, -0.059, -0.217, -0.031, 0.136, 0.073, 0.116, 0.134, 0.127, 0.106, 0.113]
}

(7)
{
  "formula": "C3H13N2O",
  "method": "the ωB97M-V functional and the def2-TZVPD basis",
  "molar_mass_g_mol": 93.1,
  "e_lumo_ha": -0.118,
  "max_force_ev_per_a": 0.40,
  "homo_energy_ev": -13.45,
  "e_above_lowest_ev": 0.945,
  "gap_ev": 10.23,
  "total_charge": 1,
  "energy_ha": -306.60096,
  "species": ["N", "C", "C", "N", "H", "H", "H", "H", "H", "H", "H", "H", "H", "C", "O", "H", "H", "H", "H"],
  "xyz": [[-1.251, -0.500, 0.400], [-0.744, -1.024, -0.907], [0.771, -1.151, -0.872], [1.204, -1.701, -2.150], [-0.949, -1.099, 1.165], [-0.900, 0.484, 0.602], [-2.271, -0.483, 0.427], [-1.204, -1.994, -1.081], [-1.057, -0.331, -1.682], [1.202, -0.157, -0.753], [1.068, -1.764, -0.009], [2.217, -1.642, -2.232], [0.991, -2.694, -2.174], [0.425, 2.159, 2.182], [-0.387, 1.999, 0.999], [1.484, 2.107, 1.940], [0.191, 3.106, 2.661], [0.174, 1.351, 2.861], [-0.046, 2.592, 0.326]],
  "lowdin_charge": [0.170, -0.153, -0.285, 0.011, 0.162, 0.102, 0.171, 0.134, 0.137, 0.117, 0.120, 0.088, 0.082, -0.082, -0.147, 0.090, 0.092, 0.085, 0.106]
}

(8)
{
  "formula": "C3H13N2O",
  "method": "the ωB97M-V functional and the def2-TZVPD basis",
  "molar_mass_g_mol": 93.1,
  "e_lumo_ha": [-0.271, -0.509],
  "max_force_ev_per_a": 5.09,
  "s_squared": 0.756,
  "homo_energy_ev": [-19.14, -19.14],
  "spin_multiplicity": 2,
  "e_above_lowest_ev": 2.658,
  "gap_ev": [11.78, 5.29],
  "total_charge": 2,
  "energy_ha": -306.05739,
  "species": ["N", "C", "C", "C", "N", "H", "H", "H", "H", "H", "H", "H", "H", "H", "H", "H", "H", "H", "O"],
  "xyz": [[0.657, -0.037, 0.977], [0.017, 0.685, -0.280], [-1.329, -0.073, -0.762], [1.186, 0.924, -1.161], [1.671, -0.360, -1.582], [1.429, -0.633, 0.576], [-0.065, -0.623, 1.526], [1.063, 0.707, 1.635], [-0.417, 1.692, 0.162], [-1.273, 0.006, -1.863], [-2.278, 0.486, -0.286], [-1.466, -1.051, -0.384], [0.848, 1.827, -1.944], [2.016, 1.503, -0.673], [1.156, -0.972, -2.207], [2.510, -0.513, -1.993], [-1.787, -1.363, 3.498], [-2.425, -1.175, 2.127], [-1.514, -1.031, 2.634]],
  "lowdin_spin": [0.021, 0.025, 0.001, 0.134, 0.658, 0.006, 0.000, 0.000, 0.000, 0.001, 0.000, 0.000, 0.102, 0.014, 0.017, 0.021, 0.000, 0.000, 0.000]
}

(9)
{
  "formula": "C3H13N2O2Pb",
  "method": "the ωB97M-V functional and the def2-TZVPD basis",
  "molar_mass_g_mol": 316.3,
  "e_lumo_ha": [0.095, 0.091],
  "max_force_ev_per_a": 6.41,
  "homo_energy_ev": [0.24, 0.43],
  "e_above_lowest_ev": 1.830,
  "gap_ev": [2.34, 2.04],
  "total_charge": -1,
  "energy_ha": -574.69731,
  "species": ["C", "Pb", "N", "H", "H", "H", "H", "H", "H", "H", "H", "N", "C", "C", "O", "O", "H", "H", "H", "H", "H"],
  "xyz": [[-2.142, -0.022, -3.263], [-0.785, -0.607, -1.464], [-0.531, 1.956, -1.249], [-1.239, -2.354, -1.392], [-2.390, 0.118, -2.077], [-2.623, -0.931, -3.648], [-1.067, -0.008, -3.561], [-2.546, 0.905, -3.688], [0.405, 1.973, -0.814], [-1.176, 2.377, -0.575], [-0.531, 2.555, -2.082], [1.270, -1.287, 3.218], [2.041, -0.278, 2.448], [1.190, 0.015, 1.214], [1.529, 0.948, 0.457], [0.181, -0.772, 1.086], [0.575, -0.794, 3.779], [1.865, -1.827, 3.852], [0.768, -1.876, 2.527], [2.198, 0.610, 3.061], [3.008, -0.701, 2.173]],
  "lowdin_charge": [-0.368, 0.593, -0.118, -0.273, -0.094, 0.021, -0.054, 0.025, -0.013, 0.012, 0.010, 0.072, -0.196, -0.702, -0.089, -0.289, 0.086, 0.060, 0.116, 0.098, 0.101]
}

(10)
{
  "formula": "C3H13N2O3",
  "method": "the ωB97M-V functional and the def2-TZVPD basis",
  "molar_mass_g_mol": 125.1,
  "e_lumo_ha": -0.112,
  "max_force_ev_per_a": 1.54,
  "homo_energy_ev": -13.91,
  "e_above_lowest_ev": 0.532,
  "gap_ev": 10.85,
  "total_charge": 1,
  "energy_ha": -457.12997,
  "species": ["C", "C", "C", "N", "O", "N", "H", "H", "H", "H", "H", "H", "H", "H", "H", "H", "H", "O", "H", "H", "O"],
  "xyz": [[-0.722, 0.390, -0.404], [-0.541, 0.012, 1.072], [0.833, 0.304, 1.619], [1.423, -0.709, 2.266], [1.280, 1.437, 1.559], [0.504, 1.086, -0.938], [-1.553, 1.036, -0.650], [-0.899, -0.540, -0.927], [-1.206, 0.525, 1.760], [-0.745, -1.043, 1.207], [1.147, -1.670, 2.150], [2.306, -0.553, 2.737], [1.232, 0.375, -1.006], [0.704, 1.831, -0.300], [0.422, 1.548, -1.845], [1.897, -0.740, -3.523], [2.990, -0.676, -2.397], [2.230, -0.227, -2.780], [-3.781, -0.830, -0.639], [-4.149, -0.805, 0.806], [-3.374, -0.751, 0.232]],
  "lowdin_charge": [-0.118, -0.088, -0.556, 0.198, 0.052, 0.182, 0.125, 0.124, 0.141, 0.112, 0.117, 0.133, 0.126, 0.126, 0.171, 0.064, 0.062, -0.039, 0.055, 0.060, -0.045]
}

Number 7 is which compound? C3H13N2O

Which formula does entry 1 have? C3H12O4

Please write out number 6 again, unchanged.
{
  "formula": "C3H13N2O",
  "method": "the ωB97M-V functional and the def2-TZVPD basis",
  "molar_mass_g_mol": 93.1,
  "e_lumo_ha": -0.122,
  "max_force_ev_per_a": 2.59,
  "homo_energy_ev": -13.86,
  "e_above_lowest_ev": 1.289,
  "gap_ev": 10.54,
  "total_charge": 1,
  "energy_ha": -306.58832,
  "species": ["C", "N", "H", "H", "H", "H", "H", "H", "C", "O", "C", "N", "H", "H", "H", "H", "H", "H", "H"],
  "xyz": [[-1.054, 0.851, -1.904], [-1.265, 1.403, -0.495], [0.016, 0.962, -2.173], [-1.363, -0.237, -1.885], [-1.667, 1.407, -2.566], [-1.047, 2.393, -0.458], [-0.696, 0.930, 0.311], [-2.227, 1.247, -0.255], [1.263, -0.967, 0.027], [2.024, -2.185, -0.012], [0.529, -0.965, 1.338], [0.029, 0.404, 1.760], [1.988, -0.110, -0.020], [0.615, -0.875, -0.820], [2.153, -2.373, -0.975], [-0.396, -1.581, 1.171], [1.072, -1.452, 2.154], [0.757, 0.861, 2.329], [-0.729, 0.290, 2.472]],
  "lowdin_charge": [-0.021, 0.116, 0.104, 0.118, 0.078, 0.156, 0.091, 0.143, -0.282, -0.059, -0.217, -0.031, 0.136, 0.073, 0.116, 0.134, 0.127, 0.106, 0.113]
}